{
  "formula": "C24H32N6O3ReS3",
  "method": "wB97M-V/def2-TZVPD",
  "elements": ["Re", "C", "C", "N", "C", "C", "N", "C", "C", "C", "N", "C", "C", "N", "C", "H", "H", "H", "H", "H", "H", "H", "H", "H", "H", "H", "H", "H", "H", "H", "H", "H", "H", "H", "H", "H", "H", "H", "H", "S", "C", "N", "C", "C", "C", "C", "C", "C", "S", "H", "H", "H", "H", "O", "S", "O", "N", "C", "O", "C", "C", "C", "C", "C", "C", "H", "H", "H", "H"],
  "positions_angstrom": [[0.33208, 0.38771, 1.29681], [-3.34565, 0.66176, 1.46129], [-2.56703, 0.93399, 0.16914], [-1.23514, 1.55681, 0.28240], [-1.21262, 2.96576, 0.73092], [-0.88735, 3.07216, 2.21905], [0.27579, 2.20470, 2.53096], [0.65015, 2.25455, 3.97685], [0.98348, 0.91012, 4.63669], [1.96677, -0.00799, 3.91087], [1.39152, -0.80196, 2.79584], [0.55888, -1.96722, 3.18585], [-0.91579, -1.61273, 3.34599], [-1.40552, -0.79247, 2.20993], [-2.59705, -0.01797, 2.61892], [-4.18552, 0.03298, 1.16173], [-3.78021, 1.58742, 1.84095], [-3.20675, 1.56295, -0.45699], [-2.41426, -0.00662, -0.36513], [-0.85180, 1.55579, -0.68505], [-2.17173, 3.44548, 0.52760], [-0.44063, 3.47473, 0.14917], [-1.73356, 2.75328, 2.82842], [-0.66484, 4.11251, 2.46871], [1.06713, 2.62425, 2.03522], [-0.18096, 2.68583, 4.53792], [1.50236, 2.92421, 4.10389], [0.06690, 0.36900, 4.85856], [1.43560, 1.15695, 5.59891], [2.39312, -0.69335, 4.64843], [2.77863, 0.58883, 3.48989], [2.20666, -1.19147, 2.32026], [0.92099, -2.40634, 4.11878], [0.65801, -2.71526, 2.39565], [-1.07209, -1.04544, 4.26130], [-1.49151, -2.53774, 3.43381], [-1.68493, -1.43283, 1.46413], [-2.25385, 0.72751, 3.33954], [-3.30071, -0.67910, 3.13476], [2.60729, 0.84404, 0.54129], [2.26146, -0.65650, -0.19391], [0.98059, -1.03680, -0.08842], [0.71754, -2.10767, -0.90815], [-0.51603, -2.70057, -1.18177], [-0.57450, -3.72011, -2.10959], [0.57614, -4.17687, -2.75710], [1.81097, -3.62070, -2.48233], [1.86938, -2.58044, -1.56669], [3.27332, -1.64293, -1.15378], [-1.41448, -2.33671, -0.70039], [-1.52638, -4.17193, -2.34607], [0.50718, -4.97225, -3.48360], [2.71303, -3.93811, -2.98381], [3.88845, 1.42887, -4.80585], [2.96379, 0.50409, -4.25382], [3.33108, -0.89616, -4.19050], [2.47556, 0.94170, -2.73799], [1.17555, 1.09718, -2.64337], [0.53629, 1.33215, -1.57816], [0.45947, 0.89837, -3.94682], [-0.90083, 0.96465, -4.19875], [-1.34846, 0.67139, -5.48117], [-0.46341, 0.32305, -6.49204], [0.90663, 0.28060, -6.24773], [1.32684, 0.57107, -4.97256], [-1.59572, 1.24670, -3.41972], [-2.40552, 0.70998, -5.69883], [-0.83447, 0.08885, -7.47833], [1.61068, 0.01428, -7.02202]],
  "forces_ev_per_angstrom": [[0.04, -0.43, -0.33], [0.26, 0.02, -0.09], [-0.39, -0.34, 0.30], [0.50, -0.23, 0.17], [0.14, 0.19, 0.36], [-0.50, 0.15, -0.45], [0.45, -0.15, -0.33], [0.17, -0.37, 0.65], [-0.05, 0.02, -0.33], [0.01, 0.44, 0.55], [0.01, 0.09, -0.33], [-0.46, -0.28, 0.07], [0.46, -0.18, 0.25], [0.53, 0.14, -0.59], [-0.43, 0.38, -0.11], [-0.04, 0.07, 0.02], [-0.03, -0.02, 0.03], [0.16, -0.05, -0.09], [0.01, 0.05, -0.12], [0.54, -0.08, -0.37], [0.06, 0.05, -0.04], [-0.05, -0.03, -0.05], [0.10, -0.04, 0.05], [0.00, -0.08, 0.09], [-0.07, 0.19, 0.06], [0.03, 0.09, -0.16], [-0.07, 0.06, -0.17], [-0.04, 0.02, 0.13], [-0.09, -0.03, 0.02], [0.03, -0.05, -0.16], [0.05, -0.14, -0.01], [-0.06, 0.08, -0.10], [0.06, -0.01, -0.08], [0.10, 0.04, 0.02], [-0.12, -0.02, -0.08], [-0.04, 0.11, -0.01], [0.01, 0.00, 0.04], [0.02, -0.12, 0.04], [0.18, 0.04, 0.08], [-0.42, 0.47, 0.67], [0.47, -0.45, -0.53], [0.13, 0.61, 0.62], [-0.15, -0.98, -0.68], [0.12, 0.17, 0.16], [-0.04, -0.03, 0.06], [0.21, 0.01, 0.08], [-0.03, 0.07, -0.05], [-0.24, 0.15, 0.19], [-0.50, 0.42, 0.29], [-0.13, 0.01, -0.02], [-0.06, 0.00, -0.01], [-0.05, -0.03, -0.04], [-0.02, -0.09, -0.10], [0.08, 0.34, -0.13], [-0.79, -0.95, 0.46], [0.10, 0.18, 0.04], [-0.02, 0.29, 0.51], [0.38, -0.22, -1.07], [-0.52, 0.29, 0.54], [-0.39, 0.06, -0.14], [0.19, -0.03, -0.03], [-0.17, -0.01, 0.04], [0.21, 0.05, 0.02], [-0.08, -0.07, -0.10], [0.43, 0.18, 0.37], [-0.05, -0.01, 0.06], [-0.08, 0.02, -0.02], [-0.05, 0.01, -0.06], [0.03, 0.00, -0.06]],
  "total_charge": 2,
  "de_lowest_kcal_mol": 32.2,
  "multiplicity": 4,
  "molar_mass_g_mol": 734.967,
  "homo_energy_ev": [-13.095, -13.072],
  "energy_ev": -75111.8998,
  "e_lumo_ev": [-6.35, -8.22],
  "orbital_gap_ev": [6.74, 4.85],
  "s2": 3.77
}